A cluster of 2 separate species, C5H9NO2 in total in a non-equilibrium geometry. Source: the Open Molecules 2025 dataset; level of theory: wB97M-V/def2-TZVPD.

Results
Energy above the lowest of the compared OMol25 structures with the same formula, charge and spin = 83.2 kcal per mole
Highest occupied orbital energy = -9.68 eV
LUMO level = 0.325 eV
Total energy = -401.044155 Eh
Total charge = 0
Max |F| = 0.039 hartree/bohr

Last column: Löwdin charge in e.
Atoms and positions in Å:
C -1.925 -0.339 0.786  -0.0202
C -0.842 -1.096 0.065  -0.4710
C 0.551 -0.975 0.614  -0.1372
C 1.536 -1.774 0.160  0.0519
O -1.065 -1.719 -0.968  0.0413
H 0.668 -0.426 1.541  0.0932
H -2.172 0.568 0.228  0.0865
H -2.813 -0.972 0.870  0.0878
H -1.622 -0.061 1.799  0.0732
H 1.421 -2.347 -0.756  0.0724
H 2.499 -1.813 0.656  0.0613
C 0.993 2.374 -0.235  -0.0404
O -0.177 1.210 -1.752  -0.0994
N 1.035 1.303 -0.949  -0.0466
H -0.024 0.393 -2.268  0.0916
H 0.134 3.062 -0.260  0.0813
H 1.803 2.612 0.469  0.0744



A cluster of 4 separate species, H10NO3 in total in a non-equilibrium geometry. Source: the Open Molecules 2025 dataset; level of theory: wB97M-V/def2-TZVPD.

Results
Energy above the lowest of the compared OMol25 structures with the same formula, charge and spin = 15.1 kcal per mole
Highest occupied orbital energy = -15.79 eV
LUMO level = -3.263 eV
Total energy = -286.241271 Eh
Total charge = +1
Max |F| = 0.069 hartree/bohr

Last column: Löwdin charge in e.
Atoms and positions in Å:
N -0.551 -0.089 0.233  0.2934
H -0.343 -0.009 1.277  0.1209
H -1.494 -0.444 0.312  0.1425
H -0.584 0.832 -0.267  0.1162
H 0.027 -0.801 -0.141  0.0673
H 0.544 0.041 3.613  0.0908
H 1.712 -0.381 2.864  0.0435
O 0.900 0.061 2.697  -0.0389
H 1.658 -1.907 -1.893  0.0475
H 0.625 -2.747 -1.230  0.1013
O 0.711 -1.883 -1.758  -0.0702
H -0.420 2.863 -2.137  0.0726
H -1.859 2.278 -1.908  0.0656
O -0.927 2.185 -1.662  -0.0524



A structure of composition C36H84F12N8O22S4 in a non-equilibrium geometry. Source: the Open Molecules 2025 dataset; level of theory: wB97M-V/def2-TZVPD.

Results
Energy above the lowest of the compared OMol25 structures with the same formula, charge and spin = 126.8 kcal per mole
Highest occupied orbital energy = -6.24 eV
LUMO level = -2.338 eV
Total energy = -6305.890716 Eh
Total charge = 0
Max |F| = 0.091 hartree/bohr

Last column: Löwdin charge in e.
Atoms and positions in Å:
C -2.043 0.834 -2.192  -0.5919
F -2.719 -0.169 -1.650  0.1510
F -1.788 0.635 -3.477  0.1596
F -2.802 1.966 -2.074  0.0926
S -0.369 1.166 -1.193  0.6518
O 0.541 1.701 -2.150  -0.3022
O -0.736 2.025 -0.098  -0.3170
N 0.073 -0.451 -0.823  -0.2950
S 1.385 -0.281 -0.022  0.5366
O 2.490 0.222 -0.835  -0.3261
O 1.266 0.403 1.246  -0.3060
C 1.958 -2.082 0.342  -0.6237
F 2.193 -2.749 -0.776  0.1598
F 3.110 -2.025 1.030  0.1332
F 1.085 -2.698 1.132  0.1053
C 6.237 -1.207 1.724  -0.6789
F 5.643 -0.542 0.763  0.1497
F 6.132 -0.536 2.880  0.1348
F 5.771 -2.435 1.838  0.1370
S 8.092 -1.513 1.282  0.6680
O 8.289 -2.280 0.093  -0.2991
O 8.704 -0.173 1.159  -0.3544
N 8.592 -2.281 2.755  -0.3026
S 8.946 -3.779 2.467  0.5487
O 9.200 -4.409 3.753  -0.3306
O 7.986 -4.558 1.676  -0.3349
C 10.580 -3.762 1.481  -0.6530
F 11.405 -4.673 1.994  0.1226
F 10.328 -4.104 0.218  0.1212
F 11.183 -2.561 1.569  0.1129
C -4.190 -0.389 6.583  -0.0439
C -4.131 -0.895 5.155  -0.3214
C -2.700 -1.009 4.642  -0.1971
O -2.683 -1.300 3.279  -0.1723
C -1.486 -0.851 2.643  -0.0660
N -4.864 -2.200 5.029  0.2129
H -5.813 -2.123 5.388  0.1642
H -4.958 -2.755 4.161  0.1209
H -4.445 -2.836 5.709  0.1589
H -3.513 -0.960 7.225  0.0915
H -5.173 -0.469 7.046  0.0890
H -3.797 0.626 6.578  0.0932
H -4.861 -0.289 4.614  0.1602
H -2.272 -1.839 5.215  0.1413
H -2.262 -0.035 4.869  0.1320
H -0.739 -1.645 2.585  0.0775
H -1.015 -0.015 3.164  0.0874
H -1.670 -0.573 1.607  0.0784
C 1.426 -1.307 -3.753  -0.0469
C 0.417 -2.408 -3.929  -0.2939
C 1.150 -3.667 -4.404  -0.1481
O 1.690 -4.284 -3.230  -0.2333
C 2.602 -5.344 -3.510  -0.0687
N -0.438 -2.689 -2.727  0.2433
H -1.324 -3.040 -3.118  0.0947
H 0.084 -3.410 -2.220  0.1251
H -0.543 -1.889 -2.112  0.0860
H 1.972 -1.112 -4.678  0.0871
H 2.244 -1.548 -3.073  0.0802
H 0.924 -0.374 -3.501  0.0543
H -0.360 -2.115 -4.636  0.1227
H 2.038 -3.450 -5.000  0.1264
H 0.459 -4.351 -4.903  0.1401
H 2.188 -5.901 -4.353  0.0925
H 2.536 -6.009 -2.650  0.0838
H 3.622 -4.991 -3.662  0.0906
C 0.982 4.165 1.339  -0.0431
C 0.429 5.459 0.867  -0.2940
C -0.731 5.243 -0.063  -0.1695
O -1.814 6.168 -0.046  -0.2130
C -1.503 7.416 -0.626  -0.0839
N 0.042 6.124 2.200  0.2125
H -0.261 7.098 2.180  0.1624
H -0.838 5.795 2.602  0.1666
H 0.766 5.981 2.897  0.1575
H 0.222 3.425 1.582  0.0850
H 1.801 4.312 2.047  0.0997
H 1.544 3.724 0.512  0.1052
H 1.211 6.126 0.497  0.1454
H -1.336 4.393 0.256  0.1176
H -0.303 5.073 -1.053  0.1347
H -1.741 7.385 -1.690  0.1047
H -0.505 7.727 -0.313  0.0910
H -2.186 8.157 -0.202  0.0796
C 3.877 3.311 -2.272  -0.0448
C 5.266 2.775 -2.334  -0.2956
C 5.514 1.482 -1.505  -0.1522
O 6.706 0.834 -1.940  -0.1788
C 7.902 1.484 -1.574  -0.1127
N 5.560 2.541 -3.803  0.2327
H 4.790 2.143 -4.338  0.1741
H 5.692 3.452 -4.237  0.1702
H 6.385 1.994 -4.047  0.1624
H 3.774 4.171 -2.945  0.0829
H 3.777 3.810 -1.309  0.1050
H 3.032 2.738 -2.655  0.0863
H 5.937 3.557 -1.979  0.1518
H 4.652 0.815 -1.525  0.1098
H 5.669 1.750 -0.458  0.1347
H 8.105 1.721 -0.532  0.0936
H 8.177 2.304 -2.255  0.0754
H 8.701 0.877 -2.006  0.1021
C -3.063 -4.894 2.305  -0.0265
C -1.890 -5.811 2.017  -0.2976
C -0.588 -5.205 2.487  -0.1945
O 0.592 -5.982 2.389  -0.3048
C 1.747 -5.294 2.767  -0.0734
N -2.094 -7.111 2.788  0.2448
H -2.968 -7.592 2.580  0.1727
H -1.301 -7.746 2.759  0.1677
H -2.315 -6.774 3.723  0.1497
H -3.972 -5.218 1.797  0.1082
H -2.966 -3.901 1.857  0.0832
H -3.124 -4.590 3.353  0.0687
H -1.848 -6.105 0.965  0.0974
H -0.688 -4.935 3.551  0.1293
H -0.422 -4.220 2.045  0.1134
H 1.841 -5.708 3.776  0.1042
H 1.784 -4.209 2.655  0.0833
H 2.543 -5.633 2.103  0.1092
C -7.803 7.753 1.093  -0.0300
C -7.572 6.444 0.339  -0.2767
C -6.074 6.078 0.283  -0.2125
O -5.949 4.970 -0.540  -0.1815
C -4.678 4.534 -1.043  -0.0445
N -8.336 5.324 1.079  0.2374
H -9.273 5.413 0.697  0.1706
H -8.031 4.355 1.002  0.1757
H -8.284 5.572 2.063  0.1604
H -7.139 7.788 1.959  0.0916
H -8.818 7.742 1.493  0.0889
H -7.587 8.638 0.499  0.1034
H -8.030 6.458 -0.648  0.1589
H -5.615 6.040 1.277  0.1374
H -5.576 6.911 -0.225  0.1418
H -4.808 3.756 -1.791  0.0944
H -4.000 4.109 -0.301  0.0870
H -4.171 5.384 -1.502  0.0908
C 1.095 4.999 -3.618  -0.0571
C 1.289 6.419 -3.140  -0.7908
O 1.208 7.350 -3.962  -0.0723
O 1.853 6.638 -2.008  -0.1418
H 0.024 4.984 -3.853  0.0716
H 1.069 4.285 -2.791  0.0295
H 1.681 4.639 -4.459  0.0732
C -4.640 -1.727 0.400  -0.0291
C -5.882 -2.258 1.113  -0.7674
O -6.945 -2.417 0.469  -0.0551
O -5.783 -2.690 2.286  -0.1328
H -3.973 -1.298 1.153  0.0292
H -4.880 -0.865 -0.216  0.0611
H -3.985 -2.459 -0.071  0.0813
C 0.586 -6.021 0.168  -0.0330
C -0.607 -6.466 -0.690  -0.7265
O -1.333 -7.350 -0.109  -0.1308
O -0.824 -5.903 -1.759  -0.0063
H 0.516 -6.653 1.056  0.0504
H 0.624 -4.957 0.406  0.0643
H 1.552 -6.281 -0.271  0.0861
C -2.969 -1.930 -5.775  -0.0472
C -3.594 -2.857 -4.749  -0.7707
O -4.807 -2.775 -4.535  -0.0373
O -2.775 -3.506 -4.039  -0.1009
H -3.631 -1.221 -6.270  0.0639
H -2.353 -2.449 -6.515  0.0654
H -2.183 -1.346 -5.286  0.0274



An isolated molecule of C8H8O3 in a non-equilibrium geometry. Source: the Open Molecules 2025 dataset; level of theory: wB97M-V/def2-TZVPD.

Results
Energy above the lowest of the compared OMol25 structures with the same formula, charge and spin = 46.3 kcal per mole
Highest occupied orbital energy = -8.84 eV
LUMO level = 0.119 eV
Total energy = -535.317917 Eh
Total charge = 0
Max |F| = 0.113 hartree/bohr

Last column: Löwdin charge in e.
Atoms and positions in Å:
C 3.134 -0.515 0.685  -0.0899
C 1.005 -0.476 -0.300  -0.2789
C 0.256 -1.228 -1.112  -0.0068
C -1.142 -0.894 -1.134  0.0293
C -1.616 0.222 -0.366  -0.1293
C -3.024 0.596 -0.420  -0.2033
C -0.760 0.883 0.569  -0.3093
C 0.553 0.500 0.521  0.0390
H 4.024 -1.024 0.578  0.0595
H 3.227 0.637 0.612  0.1271
H 2.761 -0.800 1.663  0.0935
H 0.673 -1.919 -1.817  0.1195
H -1.899 -1.408 -1.780  0.1233
H -3.503 0.027 -1.230  0.1175
H -2.173 1.913 1.160  0.1069
H 0.985 1.146 1.243  0.1270
O 2.316 -0.982 -0.366  -0.0857
O -3.635 1.431 0.241  0.0301
O -1.183 1.890 1.254  0.1303



An isolated molecule of C6H13N in a non-equilibrium geometry. Source: the Open Molecules 2025 dataset; level of theory: wB97M-V/def2-TZVPD.

Results
Energy above the lowest of the compared OMol25 structures with the same formula, charge and spin = 36.2 kcal per mole
Highest occupied orbital energy = -8.28 eV
LUMO level = 1.145 eV
Total energy = -291.101121 Eh
Total charge = 0
Max |F| = 0.037 hartree/bohr

Last column: Löwdin charge in e.
Atoms and positions in Å:
C 0.869 2.214 0.406  -0.1311
N 0.659 0.798 0.576  -0.1159
C 0.690 -0.060 -0.592  -0.4215
C -0.462 -1.064 -0.452  -0.1878
C -1.767 -0.358 -0.112  -0.1805
C -2.626 -0.866 0.768  -0.0118
C 2.021 -0.855 -0.595  -0.0619
H 0.011 2.624 -0.135  0.0712
H 0.900 2.729 1.364  0.0771
H 1.765 2.484 -0.168  0.0728
H 1.086 0.403 1.398  0.1082
H 0.687 0.539 -1.502  0.1397
H -0.671 -1.589 -1.395  0.1163
H -0.120 -1.788 0.284  0.1115
H -1.795 0.631 -0.558  0.0963
H -3.282 -0.277 1.387  0.0449
H -2.591 -1.939 0.926  0.0545
H 2.039 -1.779 -1.163  0.0744
H 2.291 -1.002 0.455  0.0700
H 2.816 -0.152 -0.868  0.0736



A structure of composition C16H21Cl5IrNOPS in a non-equilibrium geometry. Source: the Open Molecules 2025 dataset; level of theory: wB97M-V/def2-TZVPD.

Results
Spin multiplicity = 2
Highest occupied orbital energy (spin up / spin down) = -14.95 / -14.96 eV
LUMO level (spin up / spin down) = -9.363 / -9.580 eV
Total energy = -3896.404741 Eh
Total charge = +2
Max |F| = 0.081 hartree/bohr

Last column: Löwdin charge in e.
Atoms and positions in Å:
Ir -0.175 -1.823 -0.387  1.0297
Cl 5.625 -2.324 4.031  0.8556
C 4.058 -2.211 3.412  -0.6520
C 3.848 -2.219 2.004  -0.6682
Cl 5.179 -2.359 0.955  0.8137
C 2.563 -2.110 1.508  -0.5593
Cl 2.311 -2.129 -0.187  0.7855
C 1.403 -1.997 2.343  -0.4367
O 0.241 -1.869 1.892  -0.1006
C 1.653 -2.018 3.774  -0.5726
Cl 0.317 -1.926 4.805  0.8658
C 2.951 -2.117 4.277  -0.6783
Cl 3.206 -2.129 5.965  0.7927
C 1.948 1.847 -0.819  -0.0973
C 0.560 1.888 -0.188  -0.4990
C 0.667 1.678 1.320  -0.0909
P -0.567 0.582 -0.916  1.0578
C -2.340 0.970 -0.471  -0.5043
C -2.729 0.250 0.822  -0.1096
C -2.666 2.456 -0.378  -0.0801
C -0.418 0.651 -2.785  -0.5210
C -0.911 -0.674 -3.365  -0.1163
C -1.136 1.839 -3.412  -0.0819
H 2.624 2.473 -0.238  0.0975
H 1.947 2.232 -1.834  0.0819
H 2.356 0.836 -0.824  0.0568
H 0.092 2.858 -0.389  0.1229
H 1.130 0.717 1.543  0.0581
H -0.301 1.711 1.812  0.0716
H 1.285 2.459 1.759  0.1006
H -2.907 0.527 -1.303  0.1143
H -2.409 0.810 1.696  0.0792
H -2.298 -0.755 0.875  0.0243
H -3.811 0.160 0.871  0.0976
H -2.135 2.935 0.442  0.0840
H -3.734 2.561 -0.184  0.1044
H -2.458 2.986 -1.303  0.0691
H 0.656 0.733 -2.983  0.1075
H -1.991 -0.774 -3.274  0.0878
H -0.435 -1.532 -2.849  0.0227
H -0.656 -0.741 -4.421  0.1032
H -2.215 1.751 -3.309  0.0853
H -0.915 1.871 -4.478  0.1026
H -0.801 2.780 -2.981  0.0831
S -4.096 -4.346 -1.203  0.8516
C -2.751 -3.566 -0.915  -0.8754
N -1.766 -2.941 -0.709  -0.1635